DFT (wB97M-V/def2-TZVPD) results for C4H16N8Na6O12S2 as an isolated structure at a distorted geometry.

Spin multiplicity   1
Total charge   +2
Calculated total energy   -89058.8011 eV
Kohn-Sham gap   2.3 eV

Geometry (Å):
Na1 -3.939 -2.954 -1.842
Na2 1.166 -2.477 -3.095
Na3 -1.610 -4.219 -1.065
Na4 -3.539 0.895 -0.857
Na5 1.215 -3.169 1.148
Na6 -1.867 -0.547 -4.015
S1 -0.874 -0.967 -0.733
O1 -1.986 -1.919 -0.868
O2 -1.423 0.374 -0.576
O3 -0.117 -1.312 0.485
O4 -0.009 -1.064 -1.929
S2 -4.313 -5.180 0.826
O5 -3.339 -6.146 1.295
O6 -5.407 -5.852 0.136
O7 -4.727 -4.449 2.027
O8 -3.582 -4.273 -0.093
C1 3.641 -1.051 0.911
O9 3.316 -1.270 2.078
N1 4.935 -0.845 0.561
N2 2.744 -0.925 -0.101
H1 5.295 -0.765 -0.369
H2 5.547 -0.686 1.348
H3 1.761 -0.917 0.105
H4 3.126 -0.753 -1.014
C2 0.281 0.176 3.660
O10 0.509 0.553 4.790
N3 -0.358 0.947 2.732
N4 0.603 -1.102 3.206
H5 -0.671 1.856 2.996
H6 -0.350 0.560 1.818
H7 1.015 -1.775 3.822
H8 0.142 -1.365 2.341
C3 2.058 1.731 -3.012
O11 2.978 0.958 -2.730
N5 2.232 3.076 -2.948
N6 0.781 1.285 -3.301
H9 1.460 3.650 -2.643
H10 3.144 3.347 -2.615
H11 0.446 0.537 -2.718
H12 0.185 2.087 -3.457
C4 -0.940 4.364 0.157
O12 0.016 4.631 -0.584
N7 -1.146 3.054 0.558
N8 -1.704 5.325 0.721
H13 -0.861 2.370 -0.121
H14 -2.059 2.998 0.991
H15 -2.481 4.968 1.243
H16 -1.293 6.243 0.729



DFT (wB97M-V/def2-TZVPD) results for C3H3BrO2 in the gas phase at a distorted geometry.

Relative energy (zero: lowest compared OMol25 entry of this formula, charge and spin)   156.0 kJ/mol
Spin multiplicity   1
Calculated total energy   -77294.6477 eV
Kohn-Sham gap   9.6 eV

Geometry (Å):
O1 -2.558 -0.660 0.542
C1 -1.405 -0.961 0.509
C2 -0.159 -0.164 -0.346
O2 -0.022 -0.799 -1.374
C3 0.911 1.033 -0.139
Br1 2.651 0.244 0.084
H1 -0.972 -1.823 0.859
H2 0.666 1.397 0.936
H3 0.888 1.733 -1.071